Density functional theory data (ωB97M-V with the def2-TZVPD basis set) for a structure of composition C44H66As3NNaOPSTe at a distorted geometry.

XYZ file:
```
119
Properties=species:S:1:pos:R:3:mulliken_charge:R:1
Na 13.829 13.190 11.282 1.052
C 17.950 13.417 12.059 -0.876
As 17.122 13.338 10.277 0.695
C 17.950 15.003 9.600 -1.115
C 18.501 12.244 9.320 -1.826
C 18.496 10.714 9.370 2.946
C 19.341 10.250 10.576 -2.006
C 17.096 10.120 9.467 -1.368
As 16.161 10.204 11.219 0.609
C 14.499 9.488 10.426 -1.061
C 16.735 8.427 11.936 -1.312
C 19.185 10.185 8.096 -2.099
As 18.424 10.275 6.229 0.315
C 17.175 11.823 6.140 -0.955
C 17.005 8.881 6.327 -0.994
H 19.048 13.404 11.981 0.457
H 17.599 12.576 12.664 0.194
H 17.600 14.355 12.511 0.261
H 19.036 14.975 9.752 0.402
H 17.508 15.845 10.138 0.188
H 17.715 15.109 8.527 0.320
H 19.473 12.639 9.660 0.542
H 18.383 12.594 8.285 0.301
H 18.973 10.686 11.524 0.318
H 20.388 10.578 10.464 0.486
H 19.321 9.153 10.676 0.393
H 17.108 9.050 9.190 0.965
H 16.397 10.611 8.761 -0.289
H 14.735 8.618 9.795 0.474
H 13.999 10.260 9.830 0.137
H 13.825 9.207 11.241 0.218
H 16.866 7.725 11.100 0.323
H 15.938 8.084 12.608 0.447
H 17.676 8.531 12.486 0.353
H 19.394 9.102 8.202 0.543
H 20.160 10.691 7.970 0.457
H 17.753 12.745 5.988 0.327
H 16.554 11.910 7.042 0.125
H 16.529 11.642 5.270 0.409
H 17.409 7.983 6.807 0.296
H 16.723 8.644 5.291 0.413
H 16.123 9.251 6.860 0.169
N 15.394 14.424 14.156 -0.226
C 15.036 14.374 13.024 -0.740
H 15.793 15.158 14.744 0.247
Te 14.861 16.139 11.445 -0.053
C 15.842 18.073 11.375 0.026
C 15.318 19.073 10.544 -0.283
C 16.005 20.270 10.378 -0.567
C 17.203 20.490 11.039 -0.483
C 17.712 19.510 11.884 -0.553
C 17.037 18.305 12.054 -0.101
H 14.368 18.891 10.036 0.235
H 15.588 21.026 9.712 0.380
H 17.730 21.431 10.912 0.354
H 18.651 19.656 12.410 0.361
H 17.423 17.535 12.713 0.336
C 10.819 9.125 9.299 -1.470
C 10.353 9.274 10.761 1.963
C 10.782 8.018 11.525 -1.704
C 8.818 9.365 10.743 -1.581
P 11.323 10.783 11.421 0.420
C 10.431 12.077 10.507 0.990
C 9.108 12.513 10.698 -0.321
C 8.513 13.387 9.786 -0.821
C 9.239 13.898 8.711 -0.617
C 10.568 13.502 8.530 -0.783
C 11.148 12.602 9.412 -0.382
C 10.968 10.957 13.279 2.171
C 11.274 12.421 13.616 -1.640
C 12.029 10.085 13.985 -1.750
C 9.581 10.603 13.827 -1.859
H 10.344 8.229 8.856 0.494
H 11.911 8.984 9.219 0.147
H 10.556 9.994 8.673 0.279
H 10.404 7.121 10.996 0.502
H 10.394 7.985 12.554 0.312
H 11.881 7.925 11.565 0.223
H 8.427 8.424 10.301 0.515
H 8.458 10.193 10.114 0.326
H 8.387 9.460 11.752 0.236
H 8.547 12.146 11.562 -0.048
H 7.473 13.680 9.931 0.432
H 8.787 14.600 8.019 0.391
H 11.153 13.886 7.698 0.430
H 12.177 12.260 9.240 0.187
H 12.294 12.712 13.323 0.110
H 11.194 12.573 14.714 0.586
H 10.584 13.107 13.124 0.082
H 13.042 10.315 13.608 0.219
H 11.865 9.006 13.853 0.337
H 12.033 10.296 15.068 0.500
H 8.797 11.224 13.356 0.185
H 9.574 10.815 14.912 0.515
H 9.336 9.539 13.687 0.349
O 12.300 14.551 11.549 0.149
S 12.221 15.775 12.469 -0.003
C 11.909 17.173 11.382 0.399
C 11.829 18.445 11.934 -0.584
C 11.578 19.531 11.091 -0.701
C 11.398 19.332 9.723 -0.545
C 11.464 18.048 9.191 -0.790
C 11.722 16.956 10.021 0.247
C 10.465 15.711 13.000 0.308
C 10.169 15.847 14.337 -0.218
C 8.832 15.803 14.752 -0.710
C 7.813 15.625 13.820 -0.630
C 8.124 15.487 12.477 -0.622
C 9.458 15.542 12.053 -0.273
H 11.947 18.590 13.006 0.444
H 11.536 20.538 11.511 0.399
H 11.188 20.181 9.068 0.371
H 11.305 17.889 8.125 0.414
H 11.782 15.940 9.625 0.296
H 10.968 16.001 15.060 0.469
H 8.602 15.894 15.816 0.408
H 6.774 15.603 14.153 0.402
H 7.344 15.348 11.730 0.384
H 9.711 15.438 11.001 0.290
```

## Properties
DFT total energy (eV): -264582.6792
Kohn-Sham gap (eV): 6.39
HOMO (eV): -6.2
LUMO energy (Eh): 0.008
Energy relative to the best compared isomer or geometry (same formula, charge and spin) (kcal/mol): 11.7